Molecular formula: C22H51BrN5O7
Method: DFT, wB97M-V/def2-TZVPD

Computed properties:
Total energy in eV: -115461.338
Molar mass in g mol⁻¹: 577.582
Strongest force on any atom in Eh/bohr: 0.10626
Net charge: -1
E_HOMO in hartree: -0.1073
Frontier orbital gap in eV: 5.05

Last column: Mulliken charge in e.
Positions of all 86 atoms, in Å:
N 2.66830 6.39876 2.38610  -0.617
C 1.96775 5.59026 1.82016  0.604
O 1.13509 4.61372 1.26860  -0.242
C 0.13743 4.21581 2.31714  -0.898
C -1.22521 3.99754 1.50422  -0.035
C -2.51864 4.37784 2.41970  -0.351
O -3.26648 5.44356 1.73011  -0.534
C 0.72666 2.86683 2.96345  0.326
C -0.30866 1.66738 3.12966  0.318
O -1.41780 1.70198 3.69503  -0.537
Br 0.27664 -0.09762 2.33487  -0.307
H -1.23131 4.79392 0.66240  0.303
H -1.33463 2.98729 0.97529  0.081
H -3.14802 3.43242 2.57275  0.063
H -2.10024 4.78442 3.41573  0.414
H -3.60917 6.07945 2.40158  0.303
H 1.08517 3.13265 4.03253  0.169
H 1.67611 2.48399 2.42001  -0.012
C 6.93714 2.05891 3.03604  -1.424
C 5.71630 2.96854 2.92372  0.354
C 4.81091 2.94601 4.17186  -0.725
O 3.99673 1.78212 4.29065  -0.255
C 4.66386 0.65018 4.81889  -0.631
N 4.96964 2.61721 1.70889  -0.693
H 6.69093 1.00542 2.88620  0.268
H 7.67624 2.32130 2.27422  0.365
H 7.41562 2.16215 4.01417  0.335
H 6.08769 3.99298 2.81103  0.404
H 4.11120 3.78473 4.09455  0.324
H 5.38709 3.10950 5.09100  0.422
H 5.40976 0.92371 5.57131  0.311
H 5.12708 0.07691 4.01302  0.152
H 3.91588 0.00648 5.28997  0.235
H 4.21636 3.29203 1.58124  0.262
H 4.47991 1.74123 1.89686  0.261
C -5.35510 -1.62189 0.03850  -1.484
C -4.69162 -0.44540 0.74994  0.376
C -4.26367 0.69147 -0.20112  -0.525
O -3.08739 0.41807 -0.95626  -0.349
C -3.29934 -0.38987 -2.10066  -0.641
N -3.55868 -0.94274 1.53984  -0.707
H -4.63400 -2.26567 -0.46972  0.255
H -5.88545 -2.25014 0.75943  0.376
H -6.08327 -1.27474 -0.70022  0.343
H -5.43244 -0.02849 1.44144  0.398
H -4.02113 1.56762 0.40925  0.205
H -5.08520 0.99464 -0.86208  0.394
H -4.26695 -0.19395 -2.57213  0.306
H -3.20995 -1.44575 -1.83598  0.229
H -2.51061 -0.16637 -2.82364  0.240
H -3.18357 -0.17307 2.09336  0.248
H -2.80532 -1.15867 0.88552  0.333
C 3.99815 -4.90641 0.66432  -1.445
C 3.73269 -3.58167 1.37452  0.429
C 2.44403 -3.58095 2.22190  -0.670
O 1.24125 -3.47589 1.46720  -0.227
C 0.80052 -4.69338 0.89227  -0.754
N 3.72558 -2.50058 0.38045  -0.709
H 3.37080 -5.04197 -0.21916  0.287
H 5.03613 -4.95222 0.32394  0.364
H 3.82998 -5.75302 1.33590  0.335
H 4.57107 -3.41001 2.05898  0.368
H 2.46367 -2.69372 2.86350  0.281
H 2.40355 -4.44641 2.89467  0.386
H 1.02015 -5.55495 1.52988  0.313
H 1.24681 -4.82580 -0.09535  0.249
H -0.28236 -4.62999 0.75594  0.237
H 3.65269 -1.60868 0.86744  0.208
H 2.84609 -2.56737 -0.13357  0.345
C -2.97919 -2.12768 -8.39422  -1.383
C -3.44996 -2.69142 -7.05633  0.355
C -4.28631 -1.69682 -6.22535  -0.773
O -3.52669 -0.67618 -5.58592  -0.259
C -3.17162 0.40696 -6.42931  -0.762
N -2.28378 -3.17522 -6.30572  -0.740
H -2.13339 -1.44538 -8.28781  0.290
H -2.65050 -2.93706 -9.05150  0.351
H -3.78717 -1.59356 -8.90176  0.339
H -4.09328 -3.55041 -7.27769  0.382
H -4.76497 -2.25536 -5.41395  0.349
H -5.09844 -1.25943 -6.81864  0.401
H -3.94835 0.62783 -7.16730  0.325
H -2.22138 0.20090 -6.92534  0.260
H -3.02804 1.29056 -5.80202  0.253
H -2.60939 -3.64393 -5.46204  0.272
H -1.79009 -2.35496 -5.95105  0.329